Entry from the OMol25 dataset: C50H47FInN9O3PS as an isolated structure (ωB97M-V/def2-TZVPD).

Values from the calculation:
total charge: +1
LUMO: -3.2090 eV
DFT total energy: -100176.52779 eV
HOMO energy: -8.854 eV
HOMO-LUMO gap: 5.6 eV

Structure (XYZ):
```
113
Properties=species:S:1:pos:R:3:mulliken_charge:R:1
In -2.09 1.53 0.36 0.96
S -2.76 1.40 2.86 -0.46
P -1.07 -1.65 0.84 1.18
F 3.13 -1.01 -3.24 -0.44
O 0.01 1.94 -0.87 -0.52
O -1.07 3.29 1.29 -0.17
O 0.39 4.93 1.80 -0.83
N 3.59 2.44 1.04 0.24
N -5.12 1.57 1.45 -1.61
N 7.75 -2.20 -1.68 -0.12
N -1.46 -0.41 0.02 0.46
N -5.23 1.88 3.66 -0.45
N -3.13 3.98 -0.73 -0.44
N -4.36 1.45 0.33 1.04
N -2.78 1.31 -1.88 0.26
N 5.71 -0.73 -1.96 0.27
C 1.30 -3.05 0.15 -0.42
C -2.84 5.00 -0.30 0.62
C 5.67 -1.82 -2.95 -0.72
C 1.07 2.08 -0.25 0.33
C 4.81 2.83 1.75 -0.27
C -2.44 6.29 0.28 -1.00
C 8.10 -0.73 -1.56 -0.84
C -2.42 -2.73 1.42 0.29
C -1.99 1.24 -2.96 -0.47
C 1.42 -0.87 4.66 -0.69
C 1.17 0.15 3.75 -0.93
C 4.60 0.80 -0.47 -0.21
C -0.09 -1.39 2.37 -0.09
C -2.48 0.93 -4.21 -1.08
C 6.16 2.99 1.12 -0.43
C -7.34 1.82 -0.57 -0.03
C 3.51 1.54 -0.01 -0.27
C -8.18 -0.77 -1.14 -0.85
C 0.10 3.82 1.36 -0.13
C 5.92 1.92 2.17 -0.59
C -4.45 1.63 2.59 0.57
C -4.66 0.77 -3.23 -0.88
C -4.52 -4.27 2.41 -0.53
C -3.84 0.70 -4.35 -0.68
C -2.33 -4.12 1.41 -0.41
C 0.42 -0.12 2.61 0.62
C 7.07 -2.46 -3.00 -0.75
C 0.17 -2.41 3.29 -0.21
C 6.92 0.07 -2.13 -0.47
C -3.56 -2.11 1.93 0.18
C 1.24 2.97 0.86 0.36
C -9.11 0.23 -0.89 -0.41
C -8.69 1.52 -0.61 -0.79
C -0.04 -2.79 -0.14 0.00
C -3.38 -4.89 1.90 -0.76
C 3.27 -0.22 -2.16 0.54
C 2.46 3.11 1.41 -0.12
C 2.27 1.33 -0.64 0.66
C -0.60 -3.33 -1.31 -0.39
C -6.82 -0.46 -1.11 0.02
C -4.10 1.06 -2.00 0.92
C -4.61 -2.88 2.42 -0.73
C 2.17 0.42 -1.68 -0.17
C 1.49 -4.40 -1.84 -0.56
C 0.17 -4.13 -2.15 -0.82
C -4.94 1.13 -0.77 0.59
C -6.40 0.83 -0.82 -0.85
C 2.05 -3.86 -0.69 -0.56
C 4.52 -0.05 -1.56 -1.51
C 0.92 -2.15 4.43 -0.79
H 1.53 1.16 3.94 0.51
H -8.50 -1.78 -1.35 0.41
H 6.73 3.86 1.40 0.33
H 5.88 0.88 1.88 0.14
H 7.00 -3.53 -3.16 0.41
H -5.72 0.60 -3.31 0.57
H -0.95 1.45 -2.79 0.53
H -2.18 6.99 -0.51 0.33
H 4.93 -2.55 -2.63 0.45
H 1.99 -0.67 5.56 0.40
H 6.85 1.01 -1.61 0.34
H 9.02 -0.56 -2.10 0.38
H -0.27 -4.54 -3.05 0.40
H 3.09 -4.08 -0.44 0.45
H -1.81 0.88 -5.06 0.49
H -9.42 2.30 -0.41 0.40
H 7.09 0.30 -3.19 0.32
H -5.49 -2.39 2.82 0.48
H -1.63 -3.11 -1.55 0.51
H 1.19 0.25 -2.13 0.31
H 5.56 0.87 0.02 0.67
H -3.63 -1.03 1.93 -0.22
H 0.19 0.67 1.90 -0.20
H 4.57 3.59 2.47 0.54
H 7.08 -2.41 -0.94 0.37
H -3.31 -5.97 1.89 0.41
H 6.33 2.08 3.16 0.36
H 1.11 -2.94 5.15 0.42
H -1.58 6.14 0.93 0.20
H -6.23 1.94 3.53 0.22
H 1.74 -2.64 1.05 0.31
H -6.09 -1.24 -1.30 0.53
H 7.70 -2.03 -3.77 0.34
H 6.29 2.70 0.08 0.08
H -3.27 6.69 0.86 0.32
H 5.40 -1.49 -3.95 0.44
H -0.24 -3.40 3.13 0.43
H 2.09 -5.04 -2.49 0.39
H -5.34 -4.87 2.79 0.39
H 8.57 -2.78 -1.55 0.34
H -1.45 -4.61 1.01 0.36
H -4.26 0.46 -5.32 0.44
H 8.26 -0.53 -0.51 0.45
H -7.00 2.83 -0.34 0.47
H -10.17 0.00 -0.91 0.41
H -4.84 1.82 4.58 0.21
H 2.57 3.83 2.22 0.50
```

Entry from the OMol25 dataset: C50H48BN12O2SSbTi as an isolated structure (ωB97M-V/def2-TZVPD).

Values from the calculation:
total charge: +3
LUMO (alpha / beta): -8.6237 / -8.7212 eV
DFT total energy: -115747.62364 eV
spin multiplicity: 2
HOMO energy (alpha / beta): -14.610 / -15.356 eV
expectation value of S²: 0.757
HOMO-LUMO gap (alpha / beta): 6.0 / 6.6 eV

Structure (XYZ):
```
116
Properties=species:S:1:pos:R:3:mulliken_charge:R:1
Sb 10.80 19.52 14.76 1.47
Ti 13.46 12.16 11.59 -1.46
S 14.65 13.89 14.31 1.46
O 13.29 14.43 14.28 -0.88
O 14.97 12.91 15.35 -0.75
N 11.41 11.15 7.52 0.26
N 12.93 11.24 13.58 0.03
N 15.47 11.43 11.62 0.40
N 13.26 12.41 8.71 0.67
N 14.79 13.17 12.86 0.79
N 12.65 14.31 11.60 0.69
N 11.00 11.94 10.01 0.38
N 14.04 12.72 9.73 0.92
N 13.31 10.30 10.63 0.91
N 12.64 10.18 9.46 0.02
N 10.29 11.85 7.15 -0.96
N 11.42 12.04 11.30 0.52
C 10.38 16.86 15.96 -0.17
C 10.34 12.37 12.09 -0.28
C 9.86 21.33 14.56 0.26
C 11.08 10.64 5.40 -0.91
C 18.18 11.62 12.07 -0.57
C 12.99 11.01 14.70 0.83
C 15.92 12.35 12.51 0.04
C 9.02 18.52 17.04 -0.38
C 16.30 10.60 11.02 0.37
C 9.67 12.31 9.94 -0.23
C 15.51 16.44 13.70 -1.10
C 13.02 8.16 10.16 -1.59
C 15.01 13.45 7.87 -1.81
C 12.91 10.64 16.10 -1.38
C 14.73 18.55 16.29 -0.68
C 9.89 23.70 14.15 -0.70
C 8.87 16.18 17.68 -0.49
C 14.21 15.97 10.58 -0.18
C 9.22 12.50 11.27 -1.26
C 10.58 22.52 14.50 -0.21
C 15.57 19.61 15.80 -0.72
C 12.99 15.25 10.60 0.34
C 17.63 10.62 11.24 -1.29
C 8.51 17.48 17.87 -0.58
C 11.90 10.40 6.45 -0.36
C 15.13 13.40 9.24 -0.32
C 14.56 16.67 9.46 -1.03
C 16.52 17.37 13.56 -0.94
C 12.49 8.90 9.13 0.02
C 18.87 18.27 13.91 -1.36
C 12.33 16.44 8.66 -0.64
C 13.78 12.83 7.58 -0.11
C 12.05 15.58 9.66 -0.74
C 17.95 16.10 15.02 -0.51
C 13.42 18.51 15.94 -0.38
C 16.97 15.12 15.11 -0.71
C 12.86 19.47 15.10 0.13
C 13.50 9.08 11.05 -0.31
C 13.63 16.97 8.49 -0.93
C 8.53 23.69 13.98 -0.34
C 13.65 20.41 14.53 -0.39
C 9.81 15.83 16.62 -0.68
C 17.75 17.22 14.15 0.23
C 8.49 21.41 14.43 -0.37
C 10.08 11.47 5.89 -0.47
C 17.28 12.52 12.72 -1.01
C 15.01 20.48 14.86 -0.85
C 9.89 18.19 16.06 0.15
C 7.78 22.55 14.24 -0.80
C 15.77 15.26 14.43 -0.28
B 12.03 11.43 8.89 0.82
H 19.86 17.76 14.21 0.36
H 13.11 7.10 10.28 0.51
H 17.70 13.30 13.30 0.50
H 16.23 18.23 13.01 0.60
H 11.53 16.82 8.01 0.44
H 15.69 21.16 14.37 0.44
H 13.63 11.27 16.72 0.30
H 13.34 12.60 6.66 0.73
H 7.85 17.73 18.68 0.42
H 8.39 15.40 18.23 0.42
H 15.92 9.83 10.31 0.29
H 6.68 22.60 14.19 0.39
H 11.65 14.24 11.60 0.51
H 18.84 15.94 15.66 0.45
H 14.94 15.79 11.33 0.85
H 15.03 17.74 16.93 0.49
H 8.72 19.51 17.23 0.53
H 19.21 11.72 12.44 0.45
H 11.87 10.76 16.50 0.33
H 16.59 19.68 16.06 0.59
H 13.78 17.65 7.66 0.51
H 12.68 17.88 16.34 0.64
H 9.15 12.27 8.98 0.61
H 15.86 13.78 9.97 0.57
H 12.93 14.58 12.56 -0.23
H 15.53 17.08 9.45 0.60
H 10.50 24.55 13.81 0.34
H 11.88 8.63 8.29 0.68
H 9.24 11.79 5.34 0.51
H 7.88 20.52 14.54 0.36
H 11.61 22.59 14.60 0.57
H 15.71 13.88 7.19 0.50
H 13.29 21.12 13.83 0.55
H 12.80 9.83 6.56 0.63
H 11.15 16.64 15.18 0.11
H 13.18 9.62 16.22 0.40
H 10.51 12.47 13.15 0.53
H 11.08 15.11 9.67 0.42
H 18.89 18.73 12.98 0.43
H 18.25 9.82 10.91 0.50
H 10.23 14.85 16.56 0.48
H 14.00 8.91 12.06 0.35
H 18.77 19.17 14.63 0.23
H 14.56 16.60 13.27 1.65
H 8.02 24.58 13.67 0.41
H 11.23 10.26 4.42 0.49
H 17.15 14.32 15.84 0.50
H 8.16 12.66 11.52 0.47
```

Entry from the OMol25 dataset: C50H48ClN8NiO3S as an isolated structure (ωB97M-V/def2-TZVPD).

Values from the calculation:
total charge: +1
LUMO (alpha / beta): -2.5666 / -2.5677 eV
DFT total energy: -135091.09909 eV
spin multiplicity: 3
HOMO energy (alpha / beta): -10.368 / -10.364 eV
expectation value of S²: 2.004
HOMO-LUMO gap (alpha / beta): 7.8 / 7.8 eV

Structure (XYZ):
```
112
Properties=species:S:1:pos:R:3:mulliken_charge:R:1
Ni -0.88 -2.22 -0.23 0.45
Cl 3.52 4.00 -3.56 -0.22
S 1.76 -2.79 1.77 0.33
O -1.75 -2.13 -2.02 -0.67
O -3.70 -2.35 -3.05 -0.72
O -1.57 3.65 -0.31 -0.80
N -1.92 1.56 1.49 -1.03
N 0.21 -2.72 1.40 0.01
N 0.94 -1.67 -1.17 1.02
N -2.80 -3.16 0.27 -0.18
N 5.26 0.59 -2.28 -0.33
N -1.58 -0.35 0.42 0.47
N -2.72 1.51 0.43 1.07
N 5.57 -1.25 -3.51 0.01
C -2.54 -4.10 2.48 0.52
C 1.49 -2.38 -2.15 -1.15
C -0.45 4.34 -3.34 -0.06
C -1.24 0.45 1.47 -0.44
C 2.79 -5.46 4.68 -0.73
C -3.60 -2.94 -0.76 0.98
C -5.57 -3.55 0.43 -0.63
C 8.76 0.39 -4.39 -0.41
C 1.45 2.39 -2.88 -0.79
C 7.39 1.73 -2.90 -0.89
C -4.98 -3.14 -0.74 -0.92
C 1.97 -6.53 4.38 -0.48
C -5.03 5.22 -0.08 -1.85
C -3.63 2.57 0.12 -2.15
C 2.75 -4.31 3.91 -0.43
C 2.62 -0.35 2.68 -0.60
C -3.35 -3.67 1.41 -0.39
C -3.21 3.72 -2.12 -1.50
C -2.51 0.36 -0.21 -0.40
C 1.82 0.73 4.67 -0.55
C 6.46 0.70 -2.92 0.55
C -2.32 2.71 -2.85 -0.74
C -3.50 5.14 0.02 1.27
C -4.48 -4.67 3.79 -0.64
C -3.09 -4.59 3.63 -0.63
C 8.54 1.55 -3.64 -0.48
C 1.12 -1.51 4.17 -0.18
C 1.87 -4.26 2.84 0.57
C -2.97 -2.43 -2.09 0.10
C 3.46 -1.01 -2.17 1.29
C -2.95 3.79 -0.59 2.33
C -4.76 -3.83 1.54 1.19
C 6.68 -0.47 -3.70 0.66
C 1.89 -1.48 3.01 0.35
C 2.86 -0.26 -1.14 -0.53
C 2.75 -2.10 -2.67 -0.73
C 1.07 -5.34 2.51 -0.63
C -2.92 6.35 -0.73 -1.61
C 7.84 -0.63 -4.44 -1.03
C 1.12 -6.48 3.29 -0.76
C 2.57 0.76 3.51 -0.67
C 1.09 -0.41 5.00 -0.75
C -5.30 -4.31 2.76 -0.85
C 0.11 2.11 -2.70 0.00
C 0.89 4.64 -3.51 -0.84
C 1.84 3.66 -3.30 0.05
C -0.86 3.07 -2.94 0.05
C 4.75 -0.57 -2.64 -0.52
C -3.07 5.25 1.48 -1.70
C 1.62 -0.62 -0.68 -1.13
H 3.12 1.65 3.24 0.48
H 0.43 -5.27 1.65 0.46
H -4.05 2.89 1.07 0.43
H -2.69 2.63 -3.88 0.61
H -0.17 1.12 -2.38 0.49
H 8.02 -1.52 -5.03 0.39
H -1.86 6.24 -0.95 0.29
H 0.49 -0.43 5.90 0.42
H -1.18 5.11 -3.54 0.44
H 9.68 0.30 -4.95 0.40
H -3.56 4.52 2.12 0.36
H -3.46 6.54 -1.66 0.40
H -6.65 -3.66 0.49 0.46
H -2.41 1.72 -2.40 -0.27
H -5.53 -2.96 -1.65 0.56
H 7.21 2.63 -2.33 0.47
H 1.79 1.59 5.32 0.44
H 0.49 -7.33 3.04 0.45
H 3.38 0.60 -0.76 0.62
H 9.29 2.33 -3.66 0.40
H -4.89 -5.05 4.72 0.40
H 2.00 -7.42 4.99 0.41
H 1.13 -0.05 0.10 0.90
H -4.25 3.45 -2.29 0.62
H 5.40 -2.15 -3.93 0.19
H 3.14 -2.70 -3.47 0.44
H 0.55 -2.40 4.43 0.46
H 3.46 -5.51 5.53 0.42
H -1.47 -4.09 2.34 -0.03
H 2.20 1.64 -2.72 0.61
H 3.39 -3.47 4.14 0.51
H -5.52 4.45 0.51 0.34
H -5.36 5.13 -1.11 0.38
H -4.43 2.17 -0.51 0.21
H 0.90 -3.18 -2.55 0.51
H -0.51 0.21 2.20 0.25
H -3.03 7.24 -0.12 0.51
H -0.35 -2.54 2.24 0.11
H -3.32 6.24 1.87 0.52
H -3.03 0.03 -1.09 0.77
H 1.19 5.62 -3.83 0.45
H 3.20 -0.33 1.78 0.57
H -1.11 4.43 -0.64 0.60
H -2.44 -4.91 4.44 0.46
H -5.36 6.18 0.30 0.49
H -6.37 -4.41 2.84 0.41
H -3.06 4.70 -2.56 0.34
H -1.99 5.11 1.57 0.33
```

Entry from the OMol25 dataset: C50H48F4FeN3O7P2S3 as an isolated structure (ωB97M-V/def2-TZVPD).

Values from the calculation:
total charge: -2
LUMO (alpha / beta): 3.8279 / 3.8264 eV
DFT total energy: -167779.34019 eV
spin multiplicity: 6
HOMO energy (alpha / beta): -1.850 / -1.932 eV
expectation value of S²: 8.765
HOMO-LUMO gap (alpha / beta): 5.7 / 5.8 eV

Structure (XYZ):
```
118
Properties=species:S:1:pos:R:3:mulliken_charge:R:1
Fe -0.35 0.46 1.36 0.62
S -3.71 2.36 -0.18 -0.52
S -0.79 -0.83 -1.82 0.32
S -0.35 -0.65 4.89 1.31
P -2.49 1.42 -1.39 1.24
P 1.30 -0.75 -2.14 0.16
F 0.16 0.17 7.37 -0.26
F -0.66 1.70 6.09 -0.24
F -6.67 1.84 2.73 -0.36
F 1.40 1.09 5.86 -0.24
O -1.74 -0.88 5.22 -0.74
O -0.12 0.07 3.64 -0.75
O -3.07 5.82 2.54 -0.68
O -2.14 1.23 2.31 -0.46
O -7.31 4.42 1.79 -0.70
O 0.57 -1.73 5.17 -0.71
O -0.40 2.55 2.02 -0.75
N -5.16 5.04 2.15 -0.05
N 1.11 -0.97 1.25 0.00
N -3.55 3.63 3.04 0.20
C -2.91 -3.65 1.66 -1.67
C -0.68 -4.62 2.32 -1.06
C 2.56 0.93 1.14 -1.82
C 1.33 -3.30 2.12 -0.51
C 0.62 -2.19 1.61 1.53
C -5.76 2.83 2.67 0.53
C -1.76 2.65 -2.52 -0.26
C -2.18 3.33 3.43 -1.67
C 0.50 -3.32 -3.22 -0.33
C 2.54 2.03 -4.87 -0.55
C -3.19 0.12 -3.84 0.08
C -3.86 -0.86 -4.56 -0.66
C 3.12 -3.93 -3.91 -0.63
C -2.55 3.28 -3.49 -0.17
C 2.85 -0.60 3.05 -1.02
C 2.39 1.23 -3.74 -0.34
C -1.12 0.49 -0.72 -0.25
C 0.04 4.16 -3.04 -0.62
C -3.85 4.89 2.57 0.67
C -2.03 4.32 -4.24 -0.75
C -4.40 -0.51 -1.86 -0.53
C 0.69 -4.48 2.47 0.19
C 4.98 0.72 0.54 -1.33
C 0.56 0.09 -4.79 -0.42
C 2.10 -4.82 -4.20 -0.42
C -4.79 -1.67 -3.93 -0.52
C 3.56 -1.33 0.75 -0.65
C -1.42 -3.56 1.81 -0.01
C 2.83 -2.73 -3.28 -0.63
C 1.51 -5.60 3.06 -1.85
C 1.51 -2.40 -2.93 0.60
C 0.80 -4.52 -3.85 -0.74
C 1.69 1.87 -5.95 -0.48
C -3.46 0.31 -2.48 -0.35
C -0.46 3.10 -2.30 0.01
C -4.49 2.63 3.06 -0.27
C -1.53 2.30 2.51 1.49
C 5.30 -0.84 2.47 -1.45
C -0.77 -2.39 1.45 -0.40
C 1.40 0.25 -3.69 0.49
C 4.95 -0.74 0.99 0.39
C 3.96 1.51 1.36 0.51
C -5.06 -1.50 -2.58 -0.70
C 2.48 -0.55 1.55 2.39
C 0.16 0.64 6.11 0.62
C 0.70 0.89 -5.90 -0.65
C 4.26 -0.05 3.28 0.27
C 4.31 1.42 2.85 -1.64
C -6.20 4.12 2.16 0.26
C -0.73 4.77 -4.02 -0.54
H 0.00 -5.22 -4.07 0.40
H 4.73 0.78 -0.52 0.26
H -2.20 2.90 4.44 0.27
H 5.98 1.14 0.68 0.59
H -3.22 -3.43 0.63 0.24
H 0.03 0.77 -6.75 0.40
H 3.59 2.00 3.43 0.47
H 6.30 -0.44 2.66 0.57
H 2.78 -1.61 3.44 0.55
H -1.17 -5.54 2.62 0.22
H -5.78 -2.14 -2.08 0.41
H -0.52 -3.10 -2.94 0.45
H 1.78 2.51 -6.82 0.34
H -3.27 -4.64 1.92 0.40
H 3.63 -2.04 -3.04 0.33
H 3.31 -1.29 -0.31 -0.54
H -5.29 -2.45 -4.49 0.35
H 4.50 -0.12 4.35 0.36
H -0.22 -0.67 -4.75 0.52
H 5.31 1.84 3.03 0.59
H 2.33 -5.76 -4.70 0.36
H -4.60 -0.37 -0.81 0.34
H -2.44 0.73 -4.32 0.39
H 3.04 1.37 -2.88 0.27
H 1.84 1.49 1.74 0.51
H -5.38 5.95 1.77 0.23
H 5.69 -1.31 0.40 0.36
H 2.39 -3.25 2.27 0.35
H 0.92 -6.52 3.14 0.40
H 5.29 -1.89 2.79 0.53
H -1.38 -1.59 1.02 0.64
H 3.56 -2.38 1.04 0.55
H -2.65 4.80 -4.99 0.40
H 2.27 1.02 0.08 -0.47
H 0.14 2.63 -1.53 0.25
H -0.33 5.59 -4.60 0.37
H 1.05 4.51 -2.86 0.44
H -3.41 -2.93 2.31 0.29
H -1.61 4.25 3.43 0.37
H 1.86 -5.34 4.06 0.30
H -4.13 1.67 3.38 0.41
H 3.96 2.56 1.04 0.37
H -3.57 2.96 -3.63 0.43
H 3.31 2.79 -4.89 0.41
H 2.39 -5.81 2.45 0.34
H -3.64 -1.00 -5.61 0.40
H 4.15 -4.17 -4.16 0.39
H 2.13 -0.01 3.60 -0.37
```